The following is a DFT calculation (the ωB97M-V functional and the def2-TZVPD basis) of a cluster of 11 separate species, C51H117N9O17P2 in total in a non-equilibrium geometry.

- Charge: 0
- SMILES string: CC1(C)CCCC(C)(C)N1O.CC1(C)CCCC(C)(C)N1O.CC1(C)CCCC(C)(C)N1O.COP(=O)(OC)OC.COP(=O)(OC)OC.CNC(C)=O.CNC(C)=O.CNC(C)=O.CNC(C)=O.CNC(C)=O.CNC(C)=O
- HOMO-LUMO gap: 8.74 eV
- HOMO energy: -8.4 eV

Atoms and positions in Å:
C: 7.2390 -26.3246 13.0514
C: 5.6823 -26.5058 13.3296
C: 5.1521 -27.6145 12.4406
C: 5.4333 -26.9953 14.8212
C: 5.7164 -25.9264 15.7876
C: 5.0134 -24.6287 15.4409
C: 5.1075 -24.1536 14.0109
C: 3.8885 -23.2728 13.6098
C: 6.4267 -23.4377 13.8470
N: 4.9289 -25.2983 13.1008
O: 5.1915 -24.8468 11.7719
H: 7.6923 -27.2287 12.6850
H: 7.4044 -25.5387 12.3682
H: 7.7079 -26.1372 13.9799
H: 5.0937 -27.2767 11.3930
H: 5.8792 -28.3716 12.3710
H: 4.2125 -28.0702 12.7567
H: 4.3614 -27.3449 14.8419
H: 6.1015 -27.8462 14.8639
H: 5.4146 -26.1962 16.7538
H: 6.7677 -25.8459 15.9101
H: 5.4068 -23.8327 16.1124
H: 3.9262 -24.6589 15.6350
H: 3.8055 -22.4782 14.3688
H: 2.9267 -23.8270 13.5407
H: 4.1103 -22.8169 12.6014
H: 6.5512 -23.2081 12.8165
H: 7.2717 -23.9741 14.2161
H: 6.2913 -22.4617 14.4663
H: 4.3692 -24.9643 11.3587
C: 11.3605 -17.5775 18.2321
C: 10.2792 -17.6583 19.3387
C: 9.5684 -16.2553 19.4757
C: 9.2409 -18.7716 18.9218
C: 8.1286 -19.0262 20.0103
C: 8.7232 -19.3927 21.3346
C: 9.8906 -18.4583 21.7830
C: 9.2454 -17.0931 22.4011
C: 10.6530 -19.1128 22.9906
N: 10.8100 -18.1761 20.6216
O: 11.9165 -17.4630 21.0537
H: 12.1276 -16.8302 18.5144
H: 11.9445 -18.5180 18.1013
H: 10.8907 -17.3857 17.2644
H: 8.5478 -16.4486 19.8725
H: 10.1567 -15.6572 20.2000
H: 9.5455 -15.7967 18.4943
H: 8.7330 -18.3757 18.0226
H: 9.7001 -19.7576 18.6779
H: 7.4989 -18.1361 20.1591
H: 7.5099 -19.7705 19.5681
H: 9.2275 -20.3948 21.2882
H: 7.9629 -19.4303 22.1185
H: 9.0493 -17.2622 23.4871
H: 8.3414 -16.8128 21.9025
H: 9.9337 -16.2630 22.4541
H: 11.4507 -18.4375 23.2424
H: 11.1273 -20.0238 22.5999
H: 10.0674 -19.4679 23.7786
H: 11.6188 -16.6095 21.4056
C: 3.6110 -25.3432 18.8214
C: 2.4362 -25.4346 19.8229
C: 2.8447 -26.4400 20.8945
C: 2.2584 -24.0444 20.4917
C: 1.5476 -23.0005 19.6318
C: 0.2030 -23.5966 19.2755
C: 0.2724 -24.9038 18.5139
C: -1.0925 -25.5036 18.2360
C: 0.8839 -24.6136 17.0749
N: 1.0813 -25.8727 19.3288
O: 1.2838 -27.0008 18.5233
H: 4.5411 -25.4045 19.3465
H: 3.5632 -26.1759 18.0956
H: 3.5237 -24.4067 18.2820
H: 3.8518 -26.1651 21.2480
H: 2.1700 -26.3700 21.7615
H: 2.8058 -27.4134 20.4542
H: 1.6688 -24.1843 21.3936
H: 3.1840 -23.5584 20.8111
H: 1.2940 -22.1429 20.2854
H: 2.1331 -22.6368 18.7927
H: -0.3518 -22.8495 18.7070
H: -0.3739 -23.8604 20.1529
H: -1.7707 -24.7835 17.8204
H: -1.5721 -25.8315 19.1771
H: -0.9440 -26.4014 17.5818
H: 1.1103 -25.5725 16.6033
H: 1.8399 -24.1117 17.0682
H: 0.2111 -23.9941 16.5305
H: 0.8171 -27.6715 19.0340
C: 2.1919 -15.3037 17.6672
O: 3.1553 -15.2704 16.5576
P: 4.5840 -14.7680 17.0229
O: 5.4743 -14.7085 15.8745
O: 4.1936 -13.4024 17.7886
C: 5.3287 -12.5783 18.1152
O: 5.0888 -15.6772 18.2571
C: 5.2441 -17.0407 18.2720
H: 1.2821 -15.6179 17.2150
H: 2.0689 -14.3016 18.0692
H: 2.5028 -16.0386 18.4366
H: 5.1749 -11.6116 17.6026
H: 6.2883 -12.9308 17.6996
H: 5.4690 -12.4440 19.2049
H: 5.7018 -17.3474 19.1963
H: 5.8856 -17.2522 17.3861
H: 4.1932 -17.4933 18.2367
C: -2.1612 -19.9481 18.1912
O: -0.9624 -19.2055 18.4197
P: -0.0713 -18.8704 17.1558
O: 1.2458 -18.2344 17.4487
O: 0.0959 -20.2702 16.3767
C: 0.5925 -20.5149 15.0353
O: -0.9718 -18.0903 16.0003
C: -1.0787 -16.6381 16.1845
H: -2.9798 -19.4157 18.5997
H: -2.0081 -20.8874 18.6174
H: -2.3120 -20.0291 17.1655
H: 1.1432 -19.5930 14.7252
H: -0.2037 -20.8155 14.3928
H: 1.2594 -21.3707 15.2131
H: -0.5247 -16.3121 17.0622
H: -2.1373 -16.3765 16.2302
H: -0.5798 -16.1919 15.3140
C: 2.3421 -17.4125 11.9014
N: 2.3918 -15.9793 12.2513
C: 1.5778 -15.3372 13.1695
C: 2.0838 -13.9015 13.2486
O: 0.7482 -15.8212 13.8841
H: 2.7661 -18.0488 12.6740
H: 2.9089 -17.5402 10.9605
H: 1.2843 -17.7347 11.7393
H: 3.1160 -15.3492 11.9249
H: 1.6940 -13.4218 14.1530
H: 1.7687 -13.3066 12.3441
H: 3.1904 -13.8794 13.2802
C: 7.9147 -20.4879 13.1716
N: 8.2661 -20.7908 14.4818
C: 9.3180 -21.6100 14.6541
C: 9.4216 -22.1709 16.0826
O: 10.1207 -21.8431 13.7755
H: 7.7275 -21.2980 12.4312
H: 8.5780 -19.7462 12.7075
H: 7.0236 -19.8552 13.2170
H: 7.6058 -20.7069 15.2831
H: 10.3825 -22.0115 16.5613
H: 9.2258 -23.2115 15.8029
H: 8.5966 -21.8398 16.7407
C: 9.2770 -15.4181 15.1660
N: 8.0265 -15.1744 14.3828
C: 8.0162 -15.3953 13.0033
C: 6.6344 -15.2753 12.3658
O: 9.0427 -15.5273 12.3642
H: 9.4961 -16.4577 15.2532
H: 9.1111 -14.9129 16.1477
H: 10.1328 -14.9164 14.6535
H: 7.1534 -15.0548 14.9025
H: 6.4622 -14.3339 11.8901
H: 5.8530 -15.3891 13.1275
H: 6.5158 -16.0164 11.6007
C: 4.7183 -17.8816 14.6562
N: 3.9219 -18.8360 15.3418
C: 4.5666 -19.8642 16.0536
C: 3.6956 -20.6042 17.0191
O: 5.7602 -20.0903 15.9123
H: 4.5007 -16.8496 14.8982
H: 4.6586 -18.0149 13.5864
H: 5.7143 -18.1706 14.9315
H: 3.0865 -18.4629 15.7136
H: 3.2785 -21.5227 16.5868
H: 2.9100 -19.9781 17.4455
H: 4.3324 -21.0011 17.8032
C: 6.8301 -23.1420 18.6539
N: 6.9549 -22.6540 20.0478
C: 5.9443 -22.0024 20.6506
C: 6.2057 -21.3971 21.9807
O: 4.8877 -21.8842 20.0020
H: 6.4975 -22.3662 18.0020
H: 6.1145 -24.0094 18.6751
H: 7.8341 -23.4806 18.3907
H: 7.9030 -22.5980 20.3936
H: 5.6106 -22.0322 22.6909
H: 5.7926 -20.4094 22.0429
H: 7.2816 -21.3715 22.3057
C: 2.1327 -19.5930 20.2945
N: 3.4718 -19.0796 20.5199
C: 3.7685 -18.1357 21.4488
C: 2.5324 -17.4858 21.9857
O: 4.9190 -17.8352 21.7631
H: 1.4790 -18.8822 19.8075
H: 1.7946 -19.9347 21.2788
H: 2.2743 -20.4158 19.6283
H: 4.2095 -19.6423 20.1621
H: 2.8081 -16.7997 22.7696
H: 1.8589 -18.2274 22.4738
H: 1.9874 -16.9176 21.2467

Force components x, y, z for each atom (eV/Å):
-1.8 -1.0 0.6
1.0 -0.8 0.7
-0.4 0.7 -1.1
-1.1 -0.3 -2.8
-0.3 0.6 -0.2
-0.9 0.8 0.8
-0.5 -0.6 -0.9
0.7 0.9 -0.1
-1.3 2.4 1.1
-0.3 -0.4 0.2
1.7 0.2 0.8
0.0 -0.4 -0.3
0.3 0.8 -0.8
0.7 0.5 0.9
-0.3 0.1 0.3
0.9 -1.3 0.3
-0.1 0.3 0.0
1.0 0.3 0.2
0.0 -0.4 0.6
-0.7 -0.5 1.5
1.2 0.6 -0.2
-0.3 -0.3 -0.5
0.3 -0.6 0.4
-0.2 0.0 -0.4
0.8 0.1 0.2
-0.4 -0.3 1.1
0.4 0.4 -0.8
0.5 -0.4 0.3
0.5 -1.5 -1.2
-1.7 -0.2 -1.0
0.9 -0.6 0.9
-1.0 -1.1 0.0
0.3 -1.5 0.6
-0.8 0.9 0.4
1.1 1.4 -1.0
1.8 -0.7 0.4
-1.3 1.7 0.9
0.8 -1.8 0.9
1.2 -0.2 -3.6
-0.4 -1.1 0.4
0.6 0.4 0.2
-0.6 -0.1 -0.4
-0.6 0.4 0.4
0.0 0.4 0.2
0.7 0.6 -0.4
-0.5 0.0 -0.6
-0.1 0.3 0.0
0.2 -0.4 0.1
0.1 0.9 0.1
0.1 -0.2 -0.2
-0.8 -0.8 0.1
-0.6 0.5 -0.1
0.2 0.2 0.0
-0.2 -0.1 -0.8
-0.5 0.3 -0.2
0.3 0.3 -0.4
0.2 0.2 0.7
0.2 0.2 0.0
-1.3 0.2 1.3
-0.1 0.1 0.0
-1.7 -0.6 -1.0
0.2 1.0 0.6
-0.2 1.1 0.6
0.2 0.4 -0.2
-1.0 -0.4 1.5
-0.4 0.0 -0.7
1.5 0.5 -1.6
0.2 -1.4 0.9
0.7 -1.2 1.4
0.3 1.6 -0.2
-0.1 -1.1 0.0
0.5 0.1 0.3
0.1 0.3 0.3
0.4 0.1 -0.2
-0.3 -0.4 -0.1
0.1 -0.2 -0.3
0.3 -0.8 0.0
-0.2 0.0 0.2
0.4 -0.7 -0.1
0.5 -0.3 -0.4
0.0 -0.1 -0.2
-0.4 -0.2 -0.2
-0.1 0.4 0.7
-0.2 0.4 -0.6
0.3 0.0 -0.3
-0.5 0.9 0.4
-0.5 0.1 -0.3
0.3 0.4 0.4
-0.7 0.2 -0.6
0.1 -0.2 -0.3
0.4 -0.2 -0.1
0.0 -0.1 1.3
-0.9 -0.4 1.3
0.7 0.2 -0.4
1.4 -0.9 -0.4
0.7 1.1 -0.2
-0.8 3.6 -0.1
-1.0 -1.8 -1.6
-0.5 -0.3 -0.2
0.1 -0.1 0.1
-0.2 0.5 -0.5
-0.1 -0.3 0.6
-0.5 -0.4 0.1
-0.5 -0.2 -0.6
0.2 0.0 0.3
-0.5 -0.9 0.6
1.5 0.0 -0.3
0.5 0.9 0.3
1.0 0.7 -0.5
1.0 -0.1 -3.2
-1.5 -0.2 0.2
-1.0 0.3 1.2
1.4 0.9 1.6
0.9 -0.3 2.3
0.3 -0.3 -0.8
-0.7 0.4 0.7
-0.1 -1.6 0.8
-0.5 -0.4 -1.8
-0.4 -1.0 -0.3
-0.6 0.2 -0.5
0.1 0.4 -0.6
-0.3 -0.1 0.2
0.2 0.0 0.1
-0.5 -0.1 0.4
-0.5 0.7 -0.6
-1.0 -0.5 0.5
3.0 0.6 -1.1
-0.5 1.1 -0.2
-1.0 -0.7 0.1
0.1 0.0 0.1
-0.3 -0.1 0.5
0.8 0.4 0.1
-0.1 -0.9 -0.3
0.1 -0.1 -0.3
0.2 -0.6 0.9
-0.6 0.0 0.1
-1.5 2.3 -2.4
-0.2 -1.0 2.1
0.7 1.0 1.5
-0.9 -0.3 -0.9
0.1 -0.5 -0.1
0.3 0.2 0.9
0.6 -0.6 0.0
-0.5 -0.4 0.0
0.5 0.1 -1.4
0.1 -0.2 -0.2
0.4 -0.3 0.9
0.4 0.0 -0.4
-0.8 2.3 -0.6
0.7 -0.8 -0.6
-0.1 1.3 1.3
-0.1 -0.5 1.0
-0.3 -0.4 0.0
0.1 -0.8 0.2
0.3 -0.7 -0.6
-0.7 -0.4 0.4
0.4 -0.2 -0.4
0.3 0.8 -0.2
0.1 -0.1 -0.1
0.0 -0.6 -0.3
0.8 -0.2 -0.7
0.7 -1.5 1.0
-0.8 1.4 -0.6
0.1 -0.6 0.3
-0.3 -0.2 -0.1
-0.1 0.1 0.2
-0.1 0.1 -0.5
0.9 0.5 0.0
-1.1 -0.1 0.7
-0.2 0.3 -0.3
0.0 -0.1 -0.2
0.1 0.2 0.3
-0.1 -1.4 1.8
0.8 -0.3 -0.6
-0.2 0.4 -2.2
0.1 -1.2 1.5
0.2 0.2 1.2
-0.3 0.5 -0.5
0.7 0.9 -0.4
-0.3 -0.1 -0.3
-0.4 0.1 0.3
0.6 0.6 -0.3
-0.2 0.6 -0.1
-1.2 -0.3 -0.5
0.8 0.1 0.7
0.0 0.7 0.1
0.2 -0.3 -0.8
-0.3 0.0 1.5
-0.5 -0.2 -0.1
-0.2 0.2 0.2
-0.7 -0.2 -0.5
-0.2 -0.6 -0.3
0.7 -0.4 -0.1
0.3 0.3 0.2
0.4 0.5 -0.6
-0.2 -0.1 -0.4